Computed, not measured: a structure of composition C64H56BaN13O3P2S2SbTe, with ωB97M-V with the def2-TZVPD basis set.

The value obtained for the HOMO energy is -0.636 eV. The net charge is -2. As for the energy relative to the best compared isomer or geometry (same formula, charge and spin): 5.277 eV. For the HOMO-LUMO gap, the calculation gives 3.779 eV. The spin multiplicity is 1. As for the LUMO energy: 3.14 eV.

Atoms and positions in Å:
Ba (0.531, -0.915, -0.043)
Te (3.861, 3.762, -0.702)
C (4.350, 5.427, -1.895)
C (5.065, 6.501, -1.378)
C (5.339, 7.592, -2.190)
N (4.953, 7.692, -3.467)
C (4.268, 6.645, -3.952)
C (3.955, 5.509, -3.221)
C (2.164, 3.117, -1.875)
P (2.208, 1.289, -2.145)
C (1.614, 1.040, -3.890)
C (1.487, 2.088, -4.797)
C (1.074, 1.847, -6.102)
C (0.779, 0.550, -6.516)
C (0.915, -0.504, -5.624)
C (1.339, -0.255, -4.323)
C (3.991, 0.891, -2.473)
C (4.710, 1.520, -3.489)
C (6.067, 1.282, -3.651)
C (6.731, 0.400, -2.799)
C (6.026, -0.241, -1.793)
C (4.664, 0.005, -1.634)
P (0.860, 3.337, -0.556)
C (0.578, 5.172, -0.573)
C (0.042, 5.764, 0.574)
C (-0.170, 7.139, 0.643)
C (0.163, 7.948, -0.440)
C (0.686, 7.369, -1.593)
C (0.881, 5.992, -1.658)
C (-0.700, 2.776, -1.379)
C (-0.847, 2.963, -2.749)
C (-1.751, 2.264, -3.588)
C (-2.699, 1.342, -3.299)
C (-2.821, 1.445, -0.694)
C (-1.532, 2.135, -0.475)
H (5.395, 6.499, -0.344)
H (5.893, 8.440, -1.792)
H (3.950, 6.727, -4.988)
H (3.386, 4.694, -3.659)
H (1.695, 3.097, -4.448)
H (0.966, 2.676, -6.796)
H (0.428, 0.364, -7.527)
H (0.669, -1.517, -5.924)
H (1.433, -1.080, -3.629)
H (4.198, 2.214, -4.148)
H (6.613, 1.790, -4.439)
H (7.795, 0.220, -2.919)
H (6.537, -0.929, -1.127)
H (4.115, -0.482, -0.838)
H (-0.205, 5.124, 1.421)
H (-0.586, 7.582, 1.543)
H (0.011, 9.021, -0.387)
H (0.944, 7.992, -2.444)
H (1.290, 5.534, -2.556)
H (-0.151, 3.645, -3.227)
H (-1.672, 2.468, -4.652)
H (-3.267, 0.889, -4.098)
H (-2.723, 0.545, -0.076)
H (-1.173, 2.044, 0.541)
N (0.966, 1.653, 5.499)
C (2.219, 1.099, 5.352)
C (3.203, 0.735, 6.267)
C (4.357, 0.178, 5.746)
C (4.524, 0.014, 4.359)
C (3.541, 0.392, 3.462)
C (2.359, 0.925, 3.973)
N (1.207, 1.346, 3.307)
C (0.423, 1.780, 4.246)
C (-0.912, 2.385, 4.065)
C (-1.723, 2.845, 5.045)
S (-3.147, 3.482, 4.361)
C (-2.559, 3.095, 2.783)
N (-1.396, 2.530, 2.792)
H (0.535, 1.932, 6.359)
H (3.078, 0.883, 7.333)
H (5.147, -0.132, 6.419)
H (5.447, -0.415, 3.986)
H (3.669, 0.275, 2.393)
H (-1.575, 2.845, 6.118)
H (-3.150, 3.290, 1.879)
N (-3.842, -1.209, -2.592)
C (-3.979, -0.070, -1.806)
N (-4.926, 0.032, -0.884)
N (-5.077, 1.276, -0.300)
N (-4.072, 2.059, -0.238)
N (-3.107, 0.903, -2.014)
C (-2.522, -1.720, -2.641)
N (-2.036, -2.509, -3.595)
N (-0.755, -2.710, -3.252)
N (-0.508, -2.054, -2.145)
N (-1.620, -1.436, -1.724)
H (-4.559, -1.908, -2.459)
C (-3.747, -5.937, 1.695)
C (-2.296, -6.352, 1.536)
C (-2.037, -7.721, 1.658)
C (-0.762, -8.254, 1.543)
C (0.298, -7.399, 1.297)
C (0.060, -6.035, 1.150)
C (-1.220, -5.473, 1.268)
Sb (-1.425, -3.304, 0.884)
C (-2.162, -2.899, 2.902)
C (-2.004, -3.812, 3.952)
C (-2.552, -3.571, 5.207)
C (-3.265, -2.398, 5.434)
C (-3.371, -1.459, 4.419)
C (-2.808, -1.689, 3.162)
C (-2.856, -0.606, 2.117)
C (-3.375, -3.670, -0.024)
C (-4.534, -3.046, 0.442)
C (-5.768, -3.240, -0.172)
C (-5.858, -4.082, -1.271)
C (-4.713, -4.711, -1.748)
C (-3.467, -4.515, -1.150)
C (-2.276, -5.255, -1.725)
H (-4.233, -6.594, 2.420)
H (-4.288, -6.020, 0.748)
H (-3.859, -4.913, 2.038)
H (-2.875, -8.384, 1.848)
H (-0.604, -9.321, 1.647)
H (1.306, -7.782, 1.206)
H (0.897, -5.398, 0.926)
H (-1.452, -4.730, 3.794)
H (-2.435, -4.302, 5.996)
H (-3.731, -2.214, 6.395)
H (-3.900, -0.526, 4.595)
H (-3.822, -0.096, 2.074)
H (-2.665, -1.000, 1.116)
H (-2.090, 0.142, 2.323)
H (-4.499, -2.408, 1.316)
H (-6.638, -2.710, 0.192)
H (-6.808, -4.233, -1.769)
H (-4.779, -5.365, -2.614)
H (-2.425, -5.443, -2.788)
H (-2.127, -6.211, -1.214)
H (-1.349, -4.685, -1.638)
C (2.891, -3.256, 2.744)
S (1.897, -2.438, 1.562)
O (0.726, -1.931, 2.280)
O (1.560, -3.399, 0.519)
O (2.679, -1.348, 0.980)
H (2.248, -3.955, 3.281)
H (3.309, -2.505, 3.419)
H (3.673, -3.783, 2.195)


Computed, not measured: a structure of composition C64H61BaN5P3, with ωB97M-V with the def2-TZVPD basis set.

The value obtained for the HOMO energy is -8.163 eV. The net charge is +1. As for the energy relative to the best compared isomer or geometry (same formula, charge and spin): 1.449 eV. For the HOMO-LUMO gap, the calculation gives 6.160 eV. The spin multiplicity is 1. As for the LUMO energy: -2.00 eV.

Atoms and positions in Å:
Ba (-1.031, -0.460, 0.180)
C (-3.589, 2.763, -0.544)
C (-2.166, 3.248, -0.268)
C (-1.865, 3.171, 1.200)
C (-2.040, 4.285, 2.013)
C (-1.873, 4.164, 3.381)
C (-1.545, 2.923, 3.904)
C (-1.380, 1.868, 3.027)
N (-1.519, 1.977, 1.698)
N (-3.694, 1.284, -0.641)
C (-4.645, 0.806, 0.378)
C (-4.873, -0.678, 0.320)
C (-6.141, -1.194, 0.123)
C (-6.304, -2.570, 0.024)
C (-5.184, -3.373, 0.107)
C (-3.950, -2.771, 0.314)
N (-3.788, -1.457, 0.440)
C (-4.093, 0.924, -2.007)
C (-3.778, -0.482, -2.451)
C (-4.705, -1.225, -3.166)
C (-4.354, -2.484, -3.631)
C (-3.086, -2.968, -3.361)
C (-2.228, -2.160, -2.634)
N (-2.552, -0.946, -2.192)
H (-3.966, 3.218, -1.462)
H (-4.248, 3.120, 0.252)
H (-2.047, 4.278, -0.612)
H (-1.463, 2.644, -0.844)
H (-2.304, 5.233, 1.564)
H (-2.005, 5.021, 4.029)
H (-1.411, 2.767, 4.965)
H (-1.119, 0.880, 3.390)
H (-5.611, 1.322, 0.283)
H (-4.232, 1.071, 1.355)
H (-6.986, -0.522, 0.044)
H (-7.286, -3.000, -0.126)
H (-5.245, -4.450, 0.027)
H (-3.053, -3.371, 0.398)
H (-3.542, 1.583, -2.683)
H (-5.161, 1.125, -2.178)
H (-5.692, -0.820, -3.347)
H (-5.067, -3.077, -4.190)
H (-2.765, -3.947, -3.689)
H (-1.233, -2.516, -2.382)
C (1.468, 0.982, 4.931)
C (1.104, -0.231, 5.744)
C (1.388, -0.198, 7.110)
C (1.194, -1.301, 7.921)
C (0.719, -2.479, 7.364)
C (0.417, -2.523, 6.014)
C (0.576, -1.405, 5.189)
P (0.239, -1.481, 3.376)
C (1.951, -1.878, 2.830)
C (2.603, -0.792, 2.244)
C (3.949, -0.830, 1.920)
C (4.660, -1.993, 2.155)
C (4.019, -3.092, 2.708)
C (2.675, -3.058, 3.069)
C (2.084, -4.270, 3.732)
C (-0.901, -2.880, 3.125)
C (-1.887, -3.148, 4.077)
C (-2.806, -4.172, 3.917)
C (-2.708, -4.971, 2.781)
C (-1.788, -4.671, 1.799)
C (-0.913, -3.559, 1.875)
C (-0.182, -3.122, 0.708)
H (1.365, 1.891, 5.526)
H (0.869, 1.086, 4.028)
H (2.511, 0.915, 4.608)
H (1.782, 0.717, 7.537)
H (1.425, -1.245, 8.977)
H (0.583, -3.363, 7.974)
H (0.057, -3.450, 5.592)
H (2.042, 0.121, 2.061)
H (4.430, 0.036, 1.486)
H (5.715, -2.052, 1.912)
H (4.580, -4.003, 2.882)
H (2.636, -5.164, 3.444)
H (1.037, -4.417, 3.479)
H (2.156, -4.175, 4.819)
H (-1.936, -2.549, 4.979)
H (-3.552, -4.361, 4.677)
H (-3.361, -5.828, 2.660)
H (-1.733, -5.292, 0.910)
H (-0.241, -3.843, -0.112)
H (0.861, -2.849, 0.874)
N (2.235, 1.662, -1.865)
P (2.493, -0.055, -1.688)
C (4.304, -0.113, -1.846)
C (4.962, -1.235, -1.349)
C (6.335, -1.371, -1.510)
C (7.056, -0.380, -2.158)
C (6.405, 0.742, -2.657)
C (5.034, 0.875, -2.509)
C (1.979, -0.656, -3.348)
C (2.853, -1.169, -4.303)
C (2.359, -1.708, -5.485)
C (0.992, -1.745, -5.724)
C (0.112, -1.241, -4.775)
C (0.611, -0.720, -3.595)
P (0.830, 2.383, -2.510)
C (1.298, 2.856, -4.203)
C (0.471, 2.456, -5.246)
C (0.803, 2.757, -6.563)
C (1.967, 3.454, -6.836)
C (2.802, 3.857, -5.798)
C (2.468, 3.561, -4.489)
C (0.882, 3.987, -1.638)
C (0.457, 5.148, -2.286)
C (0.353, 6.346, -1.596)
C (0.673, 6.406, -0.245)
C (1.092, 5.259, 0.410)
C (1.185, 4.057, -0.279)
H (2.818, 2.232, -1.266)
H (4.395, -2.005, -0.843)
H (6.841, -2.248, -1.125)
H (8.127, -0.481, -2.277)
H (6.971, 1.508, -3.171)
H (4.520, 1.736, -2.917)
H (3.922, -1.151, -4.137)
H (3.049, -2.103, -6.220)
H (0.614, -2.166, -6.647)
H (-0.956, -1.254, -4.962)
H (-0.035, -0.255, -2.863)
H (-0.430, 1.896, -5.030)
H (0.156, 2.440, -7.371)
H (2.231, 3.687, -7.860)
H (3.711, 4.404, -6.016)
H (3.115, 3.881, -3.679)
H (0.214, 5.121, -3.342)
H (0.030, 7.238, -2.117)
H (0.604, 7.345, 0.289)
H (1.342, 5.291, 1.464)
H (1.483, 3.167, 0.267)


no.,E_tot (eV)
1,-147561.929
2,-103366.841